Density functional theory data (the ωB97M-V functional and the def2-TZVPD basis) for C47H56BN7O5PSSbTeTi as an isolated structure.

CARTESIAN COORDINATES (ANGSTROEM)
Ti: 0.04 0.67 -0.53
C: 0.92 -3.18 -1.93
C: 1.87 -2.97 -0.79
C: 2.83 -3.96 -0.56
C: 3.64 -3.90 0.55
C: 3.46 -2.84 1.42
C: 2.52 -1.86 1.12
N: 1.75 -1.90 0.02
Sb: 2.55 -0.23 2.51
C: 2.80 1.18 0.86
C: 3.88 1.99 1.19
C: 4.55 2.71 0.22
C: 4.16 2.53 -1.08
C: 3.08 1.72 -1.39
C: 2.84 1.43 -2.83
N: 2.34 1.11 -0.42
C: 0.58 -0.13 3.37
C: 0.58 0.48 4.62
C: -0.61 0.51 5.34
C: -1.74 -0.06 4.78
C: -1.65 -0.66 3.53
C: -2.86 -1.27 2.89
N: -0.50 -0.70 2.84
H: 0.57 -4.22 -1.92
H: 1.42 -3.03 -2.89
H: 0.06 -2.53 -1.89
H: 2.90 -4.79 -1.26
H: 4.37 -4.67 0.74
H: 4.06 -2.76 2.32
H: 4.22 2.02 2.22
H: 5.38 3.36 0.47
H: 4.70 3.00 -1.89
H: 3.47 2.07 -3.44
H: 1.81 1.55 -3.12
H: 3.10 0.39 -3.04
H: 1.49 0.90 5.03
H: -0.65 0.97 6.32
H: -2.68 -0.06 5.31
H: -3.70 -1.30 3.58
H: -2.65 -2.29 2.57
H: -3.16 -0.70 2.01
N: -4.21 0.29 -1.16
C: -4.28 1.68 -1.12
C: -5.35 2.54 -1.33
C: -5.10 3.88 -1.14
C: -3.84 4.34 -0.75
C: -2.78 3.47 -0.55
C: -3.00 2.11 -0.75
N: -2.18 0.99 -0.60
C: -2.95 -0.05 -0.83
C: -2.48 -1.39 -0.55
C: -3.15 -2.57 -0.64
S: -2.21 -3.79 0.10
C: -1.01 -2.64 0.47
N: -1.25 -1.44 0.06
H: -4.96 -0.35 -1.35
H: -6.33 2.17 -1.62
H: -5.90 4.60 -1.28
H: -3.68 5.40 -0.60
H: -1.82 3.85 -0.24
H: -4.11 -2.78 -1.08
H: -0.14 -2.91 1.05
C: -3.15 4.29 3.41
C: -2.02 3.34 3.10
O: -1.11 4.03 2.18
P: 0.17 3.29 1.66
O: -0.10 1.87 1.28
Te: 0.94 4.77 -0.13
O: 1.24 3.27 2.82
C: 1.74 4.48 3.45
C: 1.03 4.74 4.75
H: -3.85 3.81 4.10
H: -3.70 4.55 2.50
H: -2.78 5.21 3.86
H: -2.37 2.43 2.61
H: -1.46 3.07 4.00
H: 1.64 5.32 2.76
H: 2.81 4.30 3.59
H: -0.02 4.97 4.59
H: 1.50 5.59 5.25
H: 1.11 3.87 5.41
C: -0.43 3.11 -4.14
C: -0.03 4.14 -3.09
C: -1.16 5.16 -2.92
C: 1.26 4.88 -3.49
C: 0.20 3.44 -1.76
N: 0.00 2.26 -1.44
H: -0.74 3.64 -5.05
H: -1.27 2.51 -3.80
H: 0.38 2.45 -4.41
H: -1.30 5.67 -3.88
H: -0.94 5.92 -2.17
H: -2.10 4.67 -2.66
H: 1.13 5.29 -4.49
H: 2.12 4.21 -3.51
H: 1.48 5.72 -2.83
C: 0.10 -1.24 -9.22
C: 0.60 -2.17 -8.10
C: 0.12 -3.60 -8.38
C: 2.12 -2.15 -8.11
C: 0.02 -1.70 -6.76
C: -1.37 -1.62 -6.61
C: -1.98 -1.22 -5.42
C: -1.14 -0.89 -4.39
O: -1.45 -0.45 -3.11
B: -0.23 -0.25 -2.47
O: 0.82 -0.56 -3.33
C: 0.23 -0.95 -4.52
C: 0.84 -1.35 -5.69
H: 0.54 -1.53 -10.17
H: 0.37 -0.20 -9.02
H: -0.99 -1.29 -9.34
H: 0.52 -3.95 -9.34
H: -0.97 -3.66 -8.42
H: 0.47 -4.28 -7.60
H: 2.48 -2.48 -9.08
H: 2.54 -2.82 -7.36
H: 2.52 -1.14 -7.94
H: -2.00 -1.89 -7.44
H: -3.06 -1.17 -5.33
H: 1.92 -1.39 -5.75

Properties
Largest force on an atom   0.86 eV/Å
Gap between HOMO and LUMO   0.2430 hartree
Energy relative to the best compared isomer or geometry (same formula, charge and spin)   0.00 kJ/mol
Calculated total energy   -128056.1691 eV
Charge   +2


Density functional theory data (the ωB97M-V functional and the def2-TZVPD basis) for C47H56Br3N5O2SeTi as an isolated structure in a non-equilibrium geometry.

CARTESIAN COORDINATES (ANGSTROEM)
Ti: -0.96 1.54 0.35
C: 5.96 0.28 -2.97
C: 5.10 -0.76 -2.24
C: 4.94 -2.00 -3.13
C: 5.81 -1.17 -0.95
C: 3.72 -0.16 -1.96
C: 3.22 -0.01 -0.67
C: 1.96 0.52 -0.50
Se: 1.24 0.56 1.28
C: 0.54 -1.23 1.20
C: 1.28 -2.32 1.55
C: 0.76 -3.60 1.34
C: -0.51 -3.68 0.78
C: -1.30 -2.58 0.43
C: -0.74 -1.33 0.65
O: -1.39 -0.14 0.41
C: -2.71 -2.75 -0.16
C: -3.03 -4.21 -0.49
C: -3.74 -2.26 0.87
C: -2.84 -1.95 -1.47
C: 1.59 -4.83 1.70
C: 2.01 -4.76 3.17
C: 0.81 -6.13 1.47
C: 2.85 -4.85 0.81
C: 1.14 0.92 -1.55
O: -0.10 1.45 -1.19
C: 1.61 0.79 -2.86
C: 2.90 0.24 -2.99
C: 0.90 1.18 -4.16
C: -0.48 1.79 -3.95
C: 1.76 2.21 -4.91
C: 0.72 -0.08 -5.03
H: 6.95 -0.13 -3.19
H: 5.51 0.59 -3.92
H: 6.09 1.18 -2.36
H: 5.91 -2.46 -3.31
H: 4.30 -2.75 -2.65
H: 4.50 -1.76 -4.10
H: 6.79 -1.60 -1.20
H: 5.98 -0.32 -0.29
H: 5.25 -1.93 -0.41
H: 3.80 -0.29 0.20
H: 2.27 -2.19 1.97
H: -0.93 -4.66 0.61
H: -3.06 -4.83 0.41
H: -4.01 -4.27 -0.95
H: -2.31 -4.64 -1.19
H: -3.66 -2.83 1.80
H: -3.60 -1.20 1.09
H: -4.75 -2.39 0.47
H: -2.13 -2.31 -2.21
H: -3.85 -2.08 -1.87
H: -2.67 -0.88 -1.32
H: 1.14 -4.64 3.82
H: 2.52 -5.69 3.46
H: 2.70 -3.94 3.37
H: -0.08 -6.18 2.09
H: 0.52 -6.25 0.42
H: 1.45 -6.98 1.73
H: 3.45 -3.95 0.95
H: 3.47 -5.71 1.05
H: 2.57 -4.91 -0.25
H: 3.27 0.14 -4.00
H: -0.41 2.76 -3.44
H: -0.95 1.96 -4.91
H: -1.13 1.14 -3.37
H: 1.98 3.07 -4.28
H: 2.71 1.79 -5.25
H: 1.22 2.56 -5.80
H: 0.09 -0.82 -4.52
H: 0.24 0.19 -5.97
H: 1.67 -0.56 -5.27
Br: -1.02 0.67 7.46
C: -1.21 0.83 5.62
C: -1.36 -0.29 4.83
C: -1.45 -0.12 3.46
N: -1.42 1.08 2.87
C: -1.35 2.16 3.65
C: -1.22 2.08 5.03
C: -1.49 3.46 2.94
C: -1.75 4.63 3.63
C: -1.92 5.80 2.91
Br: -2.28 7.40 3.81
C: -1.84 5.77 1.53
C: -1.57 4.56 0.94
N: -1.41 3.41 1.60
H: -1.39 -1.28 5.26
H: -1.56 -0.98 2.82
H: -1.13 2.97 5.64
H: -1.83 4.64 4.70
H: -1.97 6.66 0.93
H: -1.48 4.52 -0.14
C: -6.25 0.50 2.14
C: -5.46 1.18 1.06
C: -6.05 1.67 -0.10
C: -5.27 2.27 -1.08
C: -3.91 2.35 -0.87
Br: -2.83 3.22 -2.14
N: -3.31 1.87 0.21
C: -4.09 1.31 1.16
H: -7.23 0.95 2.25
H: -5.74 0.55 3.10
H: -6.40 -0.56 1.90
H: -7.12 1.59 -0.24
H: -5.71 2.68 -1.98
H: -3.57 0.93 2.03
N: 1.36 3.88 -0.86
C: 2.37 4.76 -0.69
C: 2.63 4.81 0.66
C: 1.71 3.91 1.23
N: 0.94 3.35 0.30
H: 0.96 3.56 -1.72
H: 2.82 5.27 -1.53
H: 3.38 5.40 1.16
H: 1.57 3.66 2.27

Properties
Largest force on an atom   2.22 eV/Å
Gap between HOMO and LUMO   0.2599 hartree
Energy relative to the best compared isomer or geometry (same formula, charge and spin)   9.37 kJ/mol
Calculated total energy   -359774.3312 eV
Charge   +2


Density functional theory data (the ωB97M-V functional and the def2-TZVPD basis) for C47H56ClErN7O2Si2 as an isolated structure in a non-equilibrium geometry.

CARTESIAN COORDINATES (ANGSTROEM)
Er: 0.10 -0.35 -0.07
C: 0.21 1.81 2.70
N: -0.92 1.15 2.03
C: -1.85 2.19 1.59
C: -1.51 0.24 3.01
C: -2.27 0.72 4.06
C: -2.66 -0.10 5.11
C: -2.18 -1.40 5.16
C: -1.43 -1.90 4.11
C: -1.16 -1.14 2.96
N: -0.50 -1.63 1.87
C: -0.47 -2.98 1.63
C: -1.48 -3.90 1.99
C: -1.41 -5.23 1.63
C: -0.34 -5.71 0.90
C: 0.65 -4.83 0.49
C: 0.60 -3.49 0.84
N: 1.61 -2.54 0.44
C: 2.34 -2.91 -0.77
C: 2.55 -2.35 1.54
H: 0.67 2.51 2.00
H: -0.13 2.36 3.59
H: 0.94 1.07 2.99
H: -2.08 2.92 2.38
H: -1.38 2.74 0.77
H: -2.77 1.74 1.24
H: -2.58 1.75 4.08
H: -3.29 0.28 5.90
H: -2.39 -2.03 6.01
H: -1.03 -2.90 4.18
H: -2.35 -3.53 2.50
H: -2.21 -5.89 1.92
H: -0.28 -6.76 0.63
H: 1.47 -5.21 -0.10
H: 3.03 -3.76 -0.61
H: 1.63 -3.18 -1.56
H: 2.92 -2.05 -1.10
H: 3.02 -3.30 1.84
H: 3.33 -1.65 1.24
H: 2.02 -1.93 2.40
O: 1.93 0.51 0.88
C: 3.13 0.96 0.81
C: 3.88 1.23 1.98
C: 5.16 1.73 1.94
C: 5.78 2.00 0.72
C: 5.09 1.74 -0.45
C: 3.80 1.21 -0.44
C: 3.17 0.88 -1.68
N: 2.00 0.35 -1.76
N: 1.58 0.07 -3.05
C: 0.54 -0.73 -3.08
O: 0.04 -1.32 -2.06
C: -0.06 -0.97 -4.42
C: 0.73 -1.09 -5.55
C: 0.15 -1.36 -6.78
C: -1.23 -1.48 -6.88
C: -2.02 -1.32 -5.76
C: -1.44 -1.08 -4.53
H: 3.41 1.03 2.94
H: 5.70 1.91 2.86
H: 6.78 2.40 0.68
H: 5.56 1.93 -1.41
H: 3.75 1.05 -2.60
H: 1.80 -0.98 -5.45
H: 0.77 -1.49 -7.65
H: -1.68 -1.70 -7.84
H: -3.10 -1.39 -5.85
H: -2.05 -0.97 -3.64
C: -5.74 0.05 2.39
Si: -5.48 0.75 0.63
C: -5.39 2.65 0.97
C: -7.13 0.45 -0.33
C: -3.96 0.04 -0.20
C: -3.21 0.89 -1.05
C: -3.88 1.92 -1.78
C: -3.22 2.74 -2.64
C: -1.82 2.60 -2.75
C: -1.22 1.62 -2.00
N: -1.84 0.76 -1.18
Si: -3.93 -1.81 -0.47
C: -5.09 -2.20 -1.97
C: -2.32 -2.67 -1.00
C: -4.68 -2.83 0.96
H: -6.39 0.69 2.98
H: -4.79 -0.05 2.91
H: -6.20 -0.94 2.37
H: -6.37 3.11 0.88
H: -4.73 3.16 0.28
H: -5.03 2.84 1.97
H: -7.57 -0.50 -0.05
H: -6.94 0.40 -1.40
H: -7.87 1.23 -0.16
H: -4.95 1.96 -1.71
H: -3.75 3.47 -3.24
H: -1.25 3.22 -3.43
H: -0.14 1.51 -2.09
H: -4.97 -1.45 -2.75
H: -6.13 -2.20 -1.68
H: -4.88 -3.16 -2.42
H: -2.14 -2.55 -2.06
H: -2.34 -3.74 -0.79
H: -1.47 -2.24 -0.47
H: -4.29 -2.53 1.92
H: -4.46 -3.89 0.83
H: -5.76 -2.72 0.98
Cl: 1.22 6.12 -3.22
C: 1.78 5.31 -1.80
C: 3.00 5.65 -1.23
C: 3.38 4.99 -0.08
C: 2.52 4.04 0.46
N: 1.36 3.72 -0.09
C: 1.00 4.33 -1.20
H: 3.61 6.42 -1.68
H: 4.32 5.21 0.40
H: 2.78 3.52 1.38
H: 0.05 4.03 -1.61

Properties
Largest force on an atom   1.35 eV/Å
⟨S²⟩   3.752
Gap between HOMO and LUMO   0.2290 hartree
Calculated total energy   -120080.5439 eV
2S+1   4
Charge   -1


Density functional theory data (the ωB97M-V functional and the def2-TZVPD basis) for C47H56IN7O3PdTe as an isolated structure in a non-equilibrium geometry.

CARTESIAN COORDINATES (ANGSTROEM)
Pd: -0.51 -0.29 -0.48
C: -1.18 0.31 -6.70
C: -1.29 -0.06 -5.22
C: -2.09 -1.36 -5.07
C: 0.09 -0.14 -4.60
C: 1.07 -0.87 -5.23
C: 2.40 -0.82 -4.81
C: 2.78 0.05 -3.79
C: 1.84 0.76 -3.08
C: 2.30 1.84 -2.13
C: 3.00 2.95 -2.93
C: 3.22 1.31 -1.02
C: 0.44 0.57 -3.39
N: -0.50 0.98 -2.52
C: -1.61 1.73 -2.72
O: -1.79 2.51 -3.63
C: -2.65 1.58 -1.63
C: -3.94 2.06 -1.79
C: -4.86 1.87 -0.76
C: -4.45 1.23 0.41
C: -3.13 0.80 0.51
N: -2.28 0.97 -0.50
C: -2.59 0.19 1.79
O: -3.23 0.30 2.82
N: -1.40 -0.43 1.63
C: -0.74 -1.09 2.68
C: -0.08 -0.36 3.70
C: 0.64 -1.06 4.66
C: 0.70 -2.44 4.67
C: 0.01 -3.15 3.70
C: -0.70 -2.51 2.70
C: -1.50 -3.34 1.72
C: -0.64 -4.40 1.02
C: -2.68 -3.99 2.45
C: -0.20 1.14 3.85
C: 1.17 1.83 3.89
C: -1.05 1.49 5.07
H: -2.16 0.57 -7.09
H: -0.79 -0.52 -7.29
H: -0.52 1.17 -6.85
H: -1.85 0.74 -4.73
H: -1.58 -2.18 -5.58
H: -3.07 -1.24 -5.51
H: -2.21 -1.62 -4.02
H: 0.83 -1.46 -6.10
H: 3.15 -1.40 -5.33
H: 3.83 0.19 -3.58
H: 1.42 2.29 -1.68
H: 3.96 2.60 -3.31
H: 3.19 3.82 -2.30
H: 2.39 3.26 -3.78
H: 4.08 0.79 -1.45
H: 2.69 0.60 -0.38
H: 3.60 2.12 -0.41
H: -4.20 2.58 -2.70
H: -5.87 2.22 -0.86
H: -5.11 1.07 1.25
H: 1.14 -0.51 5.45
H: 1.25 -2.96 5.44
H: 0.02 -4.23 3.74
H: -1.89 -2.67 0.96
H: -0.16 -5.07 1.74
H: 0.13 -3.93 0.41
H: -1.26 -5.02 0.37
H: -2.33 -4.72 3.18
H: -3.32 -4.52 1.73
H: -3.28 -3.24 2.97
H: -0.72 1.53 2.97
H: 1.76 1.50 4.75
H: 1.05 2.91 3.96
H: 1.75 1.60 2.98
H: -0.58 1.12 5.98
H: -2.04 1.04 4.99
H: -1.17 2.57 5.15
I: -2.70 -5.77 -2.84
C: -2.67 -3.85 -2.04
C: -3.74 -3.12 -1.58
N: -3.25 -1.94 -1.16
N: -1.92 -1.86 -1.33
C: -1.55 -3.02 -1.85
H: -4.78 -3.37 -1.52
H: -3.77 -1.19 -0.73
H: -0.52 -3.22 -2.09
N: 1.28 -1.45 -0.25
C: 2.18 -2.02 0.21
N: 3.19 -2.66 0.71
C: 3.08 -4.02 1.27
C: 4.26 -4.84 0.78
O: 5.49 -4.20 1.08
C: 5.59 -2.94 0.45
C: 4.49 -2.01 0.95
H: 2.14 -4.47 0.95
H: 3.10 -3.95 2.36
H: 4.17 -5.01 -0.30
H: 4.28 -5.80 1.29
H: 5.52 -3.04 -0.64
H: 6.56 -2.54 0.72
H: 4.52 -1.05 0.43
H: 4.60 -1.84 2.02
C: 1.24 3.98 1.11
Te: 0.02 2.23 0.75
C: -1.61 3.50 1.35
C: -1.01 4.77 1.88
C: -1.82 5.73 2.48
C: -1.29 6.93 2.91
C: 0.07 7.18 2.75
C: 0.89 6.22 2.18
C: 0.35 5.02 1.74
H: 1.63 4.31 0.14
H: 2.09 3.73 1.75
H: -2.22 2.99 2.09
H: -2.21 3.69 0.46
H: -2.88 5.53 2.62
H: -1.92 7.67 3.37
H: 0.49 8.12 3.07
H: 1.95 6.40 2.08

Properties
Largest force on an atom   1.40 eV/Å
⟨S²⟩   6.042
Gap between HOMO and LUMO (alpha / beta)   0.2712 / 0.1834 hartree
Energy relative to the best compared isomer or geometry (same formula, charge and spin)   58.21 kJ/mol
Calculated total energy   -85078.6045 eV
2S+1   5
Charge   +2


What is the calculated total energy in the second record? -359774.3312 eV